(1)
The following is a DFT calculation (the ωB97M-V functional and the def2-TZVPD basis) of a molecular structure, C27H21ClMgN6OS.

Results
Highest occupied orbital energy = -0.697 eV
Charge = -2
Molecular weight = 537.3 g mol⁻¹
2S+1 = 1
Orbital gap = 4.86 eV
E_LUMO = 4.2 eV

Geometry as XYZ:
```
58
Properties=species:S:1:pos:R:3:nbo_charge:R:1
Mg 0.43016 -0.00846 -0.12692 1.768
C -1.39543 -5.20868 2.19180 -0.276
C -2.15689 -4.83083 1.09474 -0.279
C -2.13122 -3.49831 0.69891 -0.278
C -1.36022 -2.57655 1.40702 0.035
C -0.57226 -2.88256 2.53481 -0.385
C -0.63999 -4.24850 2.86989 -0.287
N -1.40627 -1.22240 0.90262 -0.526
C -2.05035 -0.34124 1.58585 0.218
C -2.81278 -0.61913 2.80765 -0.214
C -3.64417 0.30135 3.32843 -0.223
C -3.80220 1.61687 2.74615 -0.273
C -3.06970 1.96587 1.66988 -0.201
C -2.12769 1.04261 1.09629 0.103
N -1.34388 1.31977 0.08253 -0.291
N -1.49034 2.43124 -0.60226 -0.434
C -0.69292 2.41392 -1.72141 0.362
C -0.79914 3.49853 -2.61814 -0.299
C -0.05037 3.49480 -3.76913 -0.171
C 0.79965 2.41885 -4.03145 -0.345
C 0.85991 1.40264 -3.09497 0.085
N 0.14453 1.38900 -1.97108 -0.584
H -1.38949 -6.24770 2.51742 0.170
H -2.75594 -5.55444 0.55019 0.177
H -2.71788 -3.17052 -0.15723 0.184
H 1.02962 -1.00007 2.02578 0.483
H -0.06092 -4.60534 3.72552 0.159
H -2.68902 -1.58939 3.26533 0.243
H -4.21128 0.05529 4.22073 0.189
H -4.48933 2.32199 3.19981 0.187
H -3.13631 2.94889 1.22330 0.219
H -1.47868 4.30288 -2.36906 0.211
H -0.12100 4.32347 -4.46588 0.191
H 1.41404 2.37503 -4.92011 0.203
H 1.54211 0.57047 -3.22298 0.227
S 3.42811 -0.40492 -1.62169 -0.452
C 2.33542 -1.69917 -1.89914 0.080
C 2.73549 -2.87359 -2.59012 -0.295
C 1.84525 -3.88753 -2.82993 -0.177
C 0.52332 -3.76627 -2.39046 -0.328
C 0.19187 -2.61261 -1.71797 0.066
N 1.04646 -1.61215 -1.47419 -0.638
H 3.76548 -2.93564 -2.91341 0.210
H 2.17071 -4.78146 -3.35285 0.188
H -0.21139 -4.54684 -2.52943 0.204
H -0.80616 -2.46981 -1.32249 0.211
Cl 1.93936 6.40219 0.68398 -0.052
C 2.33762 4.70240 0.79804 -0.086
C 3.53781 4.30485 1.35561 -0.212
C 3.78711 2.94682 1.43084 -0.261
C 2.83962 2.04732 0.95203 0.077
N 1.69450 2.45293 0.39988 -0.417
C 1.44327 3.75415 0.32884 0.017
H 4.24468 5.03995 1.71931 0.208
H 4.70591 2.57512 1.86484 0.211
H 2.95667 0.97179 1.03675 0.290
H 0.49877 4.05954 -0.10820 0.213
O 1.36575 -0.25641 1.50572 -1.404
```

(2)
The following is a DFT calculation (the ωB97M-V functional and the def2-TZVPD basis) of a molecular structure, C27H21F5O4PPdS.

Results
Highest occupied orbital energy = -5.129 eV
Charge = -1
Molecular weight = 673.9 g mol⁻¹
2S+1 = 1
Orbital gap = 7.76 eV
E_LUMO = 2.6 eV

Geometry as XYZ:
```
60
Properties=species:S:1:pos:R:3:nbo_charge:R:1
Pd -0.96773 1.24759 1.08272 0.831
O -0.61212 4.38460 -1.48487 -0.961
S -0.68392 3.04228 -0.97699 2.388
O 0.27737 2.75189 0.10824 -0.975
O -2.01697 2.57762 -0.55153 -0.998
C -0.32862 1.97424 -2.39060 -0.228
C -0.76298 2.51251 -3.60135 -0.212
C -0.66903 1.79620 -4.77849 -0.212
C -0.12977 0.51711 -4.75513 -0.216
C 0.30983 -0.01022 -3.55646 -0.192
C 0.22372 0.69707 -2.35019 -0.338
P 0.89949 -0.13408 -0.82617 0.864
C 2.51707 -0.62516 -1.56359 -0.338
C 3.50028 0.36208 -1.51936 -0.137
C 4.75694 0.13947 -2.05874 -0.232
C 5.06019 -1.08977 -2.62795 -0.220
C 4.09630 -2.08768 -2.65568 -0.217
C 2.83360 -1.85653 -2.13035 -0.218
C -0.07150 -1.68041 -0.84354 -0.357
C -1.37763 -1.72106 -1.32398 -0.134
C -2.14267 -2.86974 -1.18904 -0.211
C -1.61258 -3.99509 -0.57876 -0.221
C -0.31542 -3.96057 -0.08592 -0.217
C 0.44317 -2.80964 -0.20565 -0.198
H -1.17336 3.51237 -3.59953 0.241
H -1.01256 2.23543 -5.70651 0.208
H -0.04471 -0.06438 -5.66472 0.207
H 0.73543 -1.00438 -3.54765 0.218
H 3.26943 1.31645 -1.05753 0.217
H 5.50345 0.92298 -2.02366 0.208
H 6.04486 -1.27133 -3.04003 0.205
H 4.32574 -3.05277 -3.09108 0.205
H 2.09106 -2.64572 -2.15987 0.222
H -1.81384 -0.84325 -1.78380 0.213
H -3.16207 -2.87633 -1.55393 0.205
H -2.21158 -4.89088 -0.47167 0.203
H 0.10132 -4.82730 0.41227 0.205
H 1.44235 -2.78286 0.21360 0.217
C -2.99690 0.68251 3.77248 -0.635
C -3.34972 0.16656 2.37657 0.103
C -4.28520 1.14647 1.66624 -0.636
O -2.23332 -0.15040 1.60499 -0.764
H -3.89370 0.75517 4.39507 0.191
H -2.54502 1.67550 3.70592 0.204
H -2.28585 0.01120 4.25501 0.208
H -3.88589 -0.79038 2.50199 0.145
H -3.77554 2.10104 1.51311 0.214
H -5.19483 1.32440 2.24752 0.187
H -4.56186 0.75527 0.68654 0.206
F -0.28785 3.23024 3.33586 -0.321
C 0.31298 2.05266 3.58610 0.346
C 0.10930 0.98586 2.72397 -0.307
C 0.73792 -0.19548 3.08205 0.357
F 0.59768 -1.29500 2.32436 -0.323
C 1.53475 -0.31689 4.21018 0.231
F 2.13657 -1.48010 4.50994 -0.308
C 1.71509 0.77504 5.04012 0.257
F 2.47944 0.67543 6.13758 -0.305
C 1.09473 1.97077 4.72549 0.230
F 1.25470 3.02941 5.53636 -0.307
```

(3)
The following is a DFT calculation (the ωB97M-V functional and the def2-TZVPD basis) of a molecular structure, C27H21N13OSW.

Results
Highest occupied orbital energy (alpha / beta) = -3.835 / -3.789 eV
Charge = -1
Molecular weight = 759.5 g mol⁻¹
2S+1 = 2
Orbital gap (alpha / beta) = 5.75 / 5.62 eV
E_LUMO (alpha / beta) = 1.9 / 1.8 eV

Geometry as XYZ:
```
64
Properties=species:S:1:pos:R:3:nbo_charge:R:1
W 0.20231 -0.90137 -0.12086 1.415
O 0.43424 0.73359 -3.97520 -0.672
C 0.20899 0.48681 -2.79278 0.646
N 0.16692 -0.73124 -2.23166 -0.650
C 0.54452 -1.85645 -3.06902 -0.229
C 1.16637 -2.86237 -2.13665 0.233
C 2.04076 -4.01622 -2.49401 -0.118
C 2.25241 -5.04603 -1.42806 -0.085
C 1.55572 -4.84752 -0.12601 -0.176
C 0.52124 -3.81448 -0.03618 0.120
N 0.37261 -2.89435 -0.94405 -0.438
C -0.13383 1.55549 -1.77923 0.115
C -0.50300 2.76984 -2.23959 -0.326
C -1.23013 3.82896 -1.56926 -0.215
C -1.80079 3.78934 -0.36164 -0.214
C -1.69628 2.63993 0.61183 -0.113
N -0.15212 1.06397 -0.48946 -0.445
H 1.25328 -1.55227 -3.84512 0.237
H -0.33452 -2.29869 -3.55954 0.193
H 2.21437 -4.31350 -3.51922 0.227
H 2.54686 -6.04140 -1.73086 0.227
H 1.47467 -5.67143 0.57030 0.232
H -0.14367 -3.78845 0.82365 0.242
H -0.33508 2.88708 -3.30407 0.241
H -1.39055 4.72301 -2.16294 0.202
H -2.37135 4.64727 -0.02263 0.201
H -1.72468 3.06558 1.62303 0.216
N 2.80603 -2.45135 1.53774 -0.630
C 2.73072 -2.06351 0.21523 0.591
N 3.18625 -3.05302 -0.71907 -0.188
N 2.99466 -4.43336 -0.33934 -0.216
N 2.64957 -2.77460 -2.03460 -0.203
N 2.20691 -0.99549 -0.17962 -0.798
C 1.83546 -1.95759 2.40567 0.443
N 1.83858 -2.15745 3.70385 -0.381
N 0.65429 -1.63722 4.10687 -0.101
N -0.00034 -1.16066 3.11425 -0.090
N 0.72047 -1.34837 1.98169 -0.449
H 3.29746 -3.28466 1.81871 0.420
S -2.87324 -2.31765 0.78322 0.055
C -1.61480 -1.46535 0.40262 -0.390
C -5.21197 0.16559 0.37526 -0.215
C -4.70670 0.55051 1.60620 -0.212
C -3.54779 1.30966 1.67199 -0.189
C -2.88693 1.70104 0.51568 -0.027
C -3.38854 1.28964 -0.71629 -0.141
C -4.54163 0.52549 -0.78541 -0.229
N -0.41634 1.93720 0.56957 -0.311
C 0.68772 2.69278 1.04359 0.246
C 1.85823 2.04462 1.42801 -0.248
C 2.93081 2.75916 1.92514 -0.186
C 2.85219 4.13755 2.08538 -0.250
C 1.68144 4.78293 1.72838 -0.209
C 0.61105 4.07264 1.19996 -0.273
H -6.11064 -0.43457 0.31922 0.203
H -5.20670 0.25290 2.51762 0.207
H -3.14810 1.60287 2.63522 0.213
H -2.88317 1.58721 -1.62510 0.218
H -4.91560 0.20776 -1.74977 0.205
H 1.93784 0.97357 1.33268 0.241
H 3.82829 2.22459 2.20836 0.207
H 3.68864 4.69454 2.48468 0.200
H 1.59374 5.85602 1.84243 0.199
H -0.27713 4.61151 0.89919 0.222
```

(4)
The following is a DFT calculation (the ωB97M-V functional and the def2-TZVPD basis) of a single C27H21N5O3S molecule.

Results
Highest occupied orbital energy = -8.458 eV
Molecular weight = 495.6 g mol⁻¹
SMILES string = O=C(CSc1nnnn1-c1cccc2ccccc12)NC(C(=O)O)(c1ccccc1)c1ccccc1
2S+1 = 1
Orbital gap = 8.59 eV
E_LUMO = 0.1 eV

Geometry as XYZ:
```
57
Properties=species:S:1:pos:R:3:nbo_charge:R:1
O 1.22046 0.22520 -1.01465 -0.591
C 0.07301 -0.10118 -1.20846 0.689
N -1.01358 0.61628 -0.85993 -0.636
H -1.92953 0.20469 -0.98680 0.426
C -0.92293 1.73257 0.07185 -0.076
C 0.01663 2.76948 -0.51874 -0.019
C -0.21212 3.15608 -1.83617 -0.204
C 0.60381 4.08837 -2.44730 -0.206
C 1.66135 4.64757 -1.74979 -0.211
C 1.89305 4.26643 -0.44109 -0.217
C 1.07673 3.33176 0.17417 -0.144
H 1.27971 3.04907 1.19408 0.211
H 2.71860 4.69376 0.10847 0.213
H 2.30237 5.37425 -2.22636 0.213
H 0.41382 4.37819 -3.47027 0.213
H -1.03792 2.72194 -2.38127 0.218
C -2.32122 2.27422 0.33680 0.065
C -2.61659 3.62551 0.22993 -0.217
C -3.89813 4.07907 0.49207 -0.205
C -4.89066 3.19219 0.87061 -0.209
C -4.59390 1.84615 0.99972 -0.186
C -3.31516 1.38642 0.73984 -0.265
H -3.09771 0.33505 0.87613 0.248
H -5.35495 1.14716 1.31146 0.217
H -5.88896 3.54978 1.07423 0.214
H -4.11804 5.13241 0.40148 0.214
H -1.84758 4.32614 -0.05651 0.228
C -0.43798 1.16253 1.41172 0.830
O -0.10564 0.01911 1.56402 -0.609
O -0.48745 2.04312 2.40450 -0.677
H -0.23700 1.61995 3.24266 0.506
C -0.24310 -1.38357 -1.98023 -0.617
H -0.38259 -1.14555 -3.03587 0.256
H 0.59353 -2.07618 -1.88270 0.255
S -1.79711 -2.19581 -1.47895 0.273
C -1.54482 -2.29036 0.24422 0.165
N -2.34266 -1.80567 1.16859 -0.317
N -1.78791 -2.11736 2.32847 -0.053
N -0.70446 -2.75187 2.17215 -0.035
N -0.50188 -2.90348 0.86422 -0.219
C 0.56085 -3.62123 0.28566 0.131
C 0.25614 -4.67248 -0.54399 -0.195
C 1.28347 -5.40748 -1.14835 -0.226
C 2.59013 -5.08213 -0.91335 -0.174
C 2.93094 -4.00593 -0.06764 0.016
C 4.27405 -3.65071 0.17467 -0.210
C 4.58117 -2.59202 0.98203 -0.200
C 3.56055 -1.84043 1.58291 -0.185
C 2.24698 -2.15939 1.37929 -0.176
C 1.90186 -3.24804 0.55436 -0.076
H 1.46762 -1.57345 1.83755 0.249
H 3.82015 -1.00032 2.20885 0.214
H 5.61243 -2.32354 1.15820 0.215
H 5.05415 -4.23085 -0.29697 0.211
H 3.38606 -5.64727 -1.37597 0.213
H 1.02726 -6.23192 -1.79580 0.221
H -0.77531 -4.93621 -0.72775 0.229
```

no.,E (a.u.)
1,-2503.800834
2,-2709.233224
3,-2293.719451
4,-1939.206386